Run i
DFT (ωB97M-V with the def2-TZVPD basis set) results for a gas-phase ion, C3HO3 (charge -1).

Atoms and positions in Å:
C1 -1.1640 -0.3087 -0.7991
C2 -0.5607 -0.1189 0.3247
C3 1.0076 0.3743 0.3741
O1 1.7234 -0.4863 0.7714
O2 -1.3669 -0.5522 -1.9668
O3 1.1215 1.4823 -0.0926
H1 -0.7608 -0.3903 1.3883

As for the SMILES: O=C=CC(=O)[O-]. Its HOMO energy is -0.146 Eh. As for the total charge: -1.

Atom charges from the natural (NBO) analysis, given in e for atoms 1 to 5:
1 C 0.624
2 C -0.693
3 C 0.831
4 O -0.708
5 O -0.580

Run ii
DFT (ωB97M-V with the def2-TZVPD basis set) results for 2 unconnected molecules or ions with the total composition C3HO3.

Atoms and positions in Å:
C1 -0.5488 1.4921 0.0502
C2 0.6723 1.7231 -0.0785
C3 -0.1023 -1.6216 0.0399
O1 0.1899 -1.8920 1.1803
O2 -1.2217 -0.3036 -0.1962
O3 -0.2256 -2.1118 -1.0735
H1 1.2363 2.7138 0.0777

Its HOMO energy (spin up / spin down) is -0.181 / -0.182 Eh. As for the total charge: -1.

Atom charges from the natural (NBO) analysis, given in e for atoms 1 to 5:
1 C 0.132
2 C -0.415
3 C 1.000
4 O -0.666
5 O -0.608

Which one sits at the bottom of the stability order? run ii does.

Run i
DFT (ωB97M-V with the def2-TZVPD basis set) results for 2 unconnected molecules or ions with the total composition C2H2S3.

Atoms and positions in Å:
C1 1.7159 1.5049 -0.3121
C2 -1.2747 -1.2008 0.2279
S1 1.3519 2.9208 -0.7302
S2 2.0809 0.1148 0.2305
S3 -1.5953 0.3450 0.1866
H1 -0.2803 -1.7324 0.4285
H2 -1.9983 -1.9523 -0.0313

Its HOMO energy is -0.327 Eh.

Atom charges from the natural (NBO) analysis, given in e for atoms 1 to 5:
1 C -0.385
2 C -0.484
3 S 0.213
4 S 0.169
5 S 0.117

Run ii
DFT (ωB97M-V with the def2-TZVPD basis set) results for C2H2S3 in the gas phase.

Atoms and positions in Å:
C1 1.9311 -0.0317 0.6824
C2 0.5170 -0.9551 -0.0977
S1 3.2351 0.4812 -0.0070
S2 0.7443 -2.5615 -0.2478
S3 -0.8282 0.0707 -0.6159
H1 1.6115 -0.0212 1.6617
H2 -1.4689 -0.8021 -1.3758

As for the SMILES: S=CC(=S)S. Its HOMO energy is -0.311 Eh.

Atom charges from the natural (NBO) analysis, given in e for atoms 1 to 5:
1 C -0.303
2 C -0.380
3 S 0.193
4 S 0.063
5 S 0.106

Which one sits at the bottom of the stability order? run ii does.